No. 1
Below is a 5-piece molecular cluster, C35H41F17N5O overall in a non-equilibrium geometry, with properties calculated with wB97M-V/def2-TZVPD.

Positions of all 99 atoms, in Å:
H 2.066 -5.067 -7.808
O -1.502 0.797 2.917
H -2.951 6.605 7.432
C -0.244 -7.265 1.740
H -2.503 2.661 -0.481
C -4.216 -1.593 1.635
H -2.134 -2.998 2.621
H 0.157 1.487 -3.094
C 0.010 0.783 -2.142
C 0.735 -6.505 1.057
C 3.476 1.800 2.703
C -3.106 6.519 6.364
H 1.206 -6.749 0.113
H -1.567 -0.772 -2.684
H 0.161 -4.741 3.663
H -5.193 5.722 6.164
H -4.736 5.842 3.697
C 4.249 0.893 3.826
H -4.729 -1.182 0.654
F 5.412 2.413 1.177
H -1.178 7.223 5.471
H 2.584 3.662 -8.424
F 4.900 -0.750 1.224
C 4.053 1.752 1.190
H 1.879 -0.029 -6.527
H -2.122 -1.561 3.849
H -4.853 -1.451 2.607
C 2.395 1.846 -5.676
H 0.308 1.422 -1.207
C -2.739 3.015 2.330
H -2.146 1.021 -2.912
N -4.057 6.111 4.396
F 1.973 1.675 2.809
H -1.608 3.323 2.264
H -5.005 2.832 0.819
C -2.717 -0.869 1.727
C 4.209 0.333 0.442
C 1.846 -3.700 -6.106
H 2.520 -2.870 -6.265
F 3.536 -0.873 -2.689
H 2.413 1.539 -4.639
H -5.240 1.439 2.166
F 3.715 3.227 3.159
H -0.671 -8.208 1.425
F 2.710 -1.138 3.130
N 2.099 0.948 -6.668
F 2.779 1.386 -2.219
C -2.148 1.708 0.117
C -4.710 1.731 1.137
C -2.327 0.319 -0.735
F 4.564 -1.596 4.631
C -0.559 -6.585 2.895
C 0.301 -4.902 -5.026
C 3.573 -0.551 4.173
H -1.252 -6.817 3.693
C -1.834 -1.871 2.734
C -2.794 6.576 4.137
H -2.440 6.680 3.120
F 3.057 -1.827 -0.105
F 4.164 1.694 5.107
H -0.799 -0.985 0.491
C 0.616 -5.583 -6.181
H -3.101 2.811 3.438
H -5.066 0.960 0.332
C -3.075 1.618 1.474
C 2.632 -0.039 -1.810
F 3.187 2.688 0.377
F 1.596 -0.040 0.475
C 1.089 -0.460 -2.303
F 1.220 -0.678 -3.792
C -4.255 6.068 5.752
N 1.050 -3.755 -4.992
H -3.423 3.890 1.926
H -3.490 0.213 -0.977
C 0.986 -5.383 1.815
H -0.669 -1.673 2.626
F 0.626 -1.749 -1.746
H -0.392 -5.135 -4.228
H -3.987 -2.747 1.450
C -1.553 0.288 -2.180
C 1.595 -4.822 -6.864
C -1.956 -0.918 0.276
H 1.021 -3.059 -4.258
H -1.030 1.871 0.501
C 2.149 1.581 -7.883
F 2.684 -0.327 5.374
H 2.884 3.982 -5.744
H 0.189 -6.526 -6.496
C 2.628 3.069 -6.265
F 5.157 0.576 -0.714
F 5.737 0.768 3.587
C -2.182 6.841 5.342
N -2.733 0.479 2.406
H 1.661 -4.552 1.656
C 2.472 2.901 -7.661
H 1.949 1.040 -8.798
H -2.245 -1.958 -0.232
N 0.190 -5.438 2.929
C 2.871 -0.330 -0.216

Computed properties:
LUMO (alpha / beta)   -1.413 / -1.417 eV
DFT total energy   -92638.6725 eV
Expectation value of S²   0.75
Spin multiplicity   2
Molecular weight   870.7 g/mol

---

No. 2
Below is C35H41N3OPdS3SiTe as an isolated structure, with properties calculated with wB97M-V/def2-TZVPD.

Positions of all 86 atoms, in Å:
C -1.787 0.101 4.262
H -1.537 -0.917 4.571
H 5.467 -4.066 1.222
H -5.988 5.043 -1.251
C 1.260 1.794 2.707
C 2.293 -1.012 -0.034
H -3.032 4.716 -4.242
H 2.309 -5.660 0.039
C 1.972 -2.262 2.009
H -0.620 1.675 6.074
C 2.494 -6.195 -2.031
H -2.879 6.371 -2.468
C -0.078 1.699 5.132
Te -0.554 -0.708 1.310
H 0.967 3.118 7.079
H -2.539 3.407 0.717
H -4.165 2.774 0.565
H 2.551 3.207 3.670
Si -3.622 4.226 -1.386
H 2.541 -6.473 -4.171
O -2.953 -2.090 0.616
C 1.343 -4.227 -1.213
S 1.038 -3.981 -5.110
H 1.264 1.792 0.575
H -3.857 -3.261 -1.383
C -2.891 -2.835 -1.650
C -2.726 3.231 -2.727
H -2.364 0.032 3.342
C 0.171 0.930 2.856
S -0.467 -1.321 -4.969
S -2.436 0.966 -1.138
C 5.237 -3.385 0.403
H -3.294 6.645 -0.775
C 1.503 -4.688 -3.583
H 2.597 3.088 6.389
C 2.064 -5.384 -0.979
C -2.283 -2.138 -0.431
H 4.113 -1.424 -1.079
C 1.192 -2.602 3.255
H 0.929 -1.695 3.801
C -2.161 1.947 -2.516
C -1.864 3.083 -4.985
H 3.053 -7.098 -1.820
C 2.213 -5.854 -3.345
N 0.403 -2.727 -2.936
H -1.759 5.882 -1.198
H 1.948 -0.356 -2.040
C 1.491 -1.333 1.070
H -0.650 1.344 -5.359
H 2.726 0.842 -1.009
C 3.505 -1.674 -0.213
H 0.999 0.525 -0.820
H -5.534 4.735 -2.931
H 5.155 -3.967 -0.517
H 3.523 -3.647 2.508
Pd -0.917 -0.713 -2.500
C 3.954 -2.643 0.667
C 0.297 -2.633 -4.227
H -3.921 4.455 1.068
N -1.393 1.342 -3.444
C 1.692 2.552 3.791
H -2.418 0.544 5.034
C -1.259 1.890 -4.648
H 2.410 2.937 1.292
C 1.551 3.318 6.180
C 1.961 0.061 -1.032
C -2.817 5.944 -1.464
C -0.535 0.927 4.065
C -5.438 4.364 -1.908
C 1.062 -3.864 -2.529
C 1.047 2.500 5.019
H 6.073 -2.694 0.283
C -2.579 3.759 -3.999
C 3.184 -2.907 1.790
H -1.766 3.490 -5.982
H -2.218 -3.628 -1.980
C 1.970 1.943 1.389
H -5.924 3.387 -1.863
H 1.490 4.386 5.961
H -3.036 -2.129 -2.470
H 0.260 -3.107 2.996
N -1.001 -1.702 -0.545
H 2.768 1.204 1.290
H 1.775 -3.251 3.910
C -3.554 3.663 0.408
H 1.004 -3.585 -0.409

Computed properties:
LUMO (alpha / beta)   2.479 / 1.571 eV
DFT total energy   -94636.4857 eV
Expectation value of S²   3.77
Net charge   -1
Spin multiplicity   4
Molecular weight   878.0 g/mol

---

- What is the expectation value of S² in the first record?
  0.75

---

- What is the formula in the second record?
  C35H41N3OPdS3SiTe